Record 1
This record from OMol25 describes a structure of composition C61H43BNO7P2SSn. The level of theory is ωB97M-V/def2-TZVPD.

```
117
Properties=species:S:1:pos:R:3:lowdin_charge:R:1
Sn 1.38 1.34 0.17 1.53
O 0.11 3.19 3.93 0.10
C 0.14 2.85 2.77 -0.59
O 1.02 2.05 2.25 -0.22
C -0.85 3.42 1.78 -0.15
C -1.55 4.53 2.00 0.07
C -2.29 5.19 0.89 -0.11
C -1.75 4.75 -0.50 -0.10
C -0.49 3.92 -0.49 -0.17
N -0.84 2.85 0.46 -0.05
C -0.39 3.21 -1.88 -0.62
O -0.88 3.71 -2.86 0.12
O 0.17 2.06 -1.82 -0.21
H -1.54 4.98 2.98 0.14
H -2.37 6.27 1.06 0.15
H -1.77 5.53 -1.26 0.17
O -0.38 -0.37 0.07 -0.74
S -0.41 -1.79 0.62 1.04
C 0.10 -2.84 -0.76 -0.29
C -0.77 -3.21 -1.76 -0.05
C -0.42 -4.15 -2.75 0.01
C 0.80 -4.77 -2.67 -0.14
C 1.43 -5.86 -3.47 -0.09
C 2.85 -6.04 -2.87 -0.09
C 2.92 -5.05 -1.75 -0.14
C 3.91 -4.72 -0.86 0.01
C 3.69 -3.67 0.04 -0.06
C 2.49 -2.99 0.13 -0.30
P 2.40 -1.47 1.16 1.00
C 4.09 -0.83 0.85 -0.40
C 5.11 -0.80 1.80 -0.07
C 6.32 -0.21 1.48 -0.06
C 6.53 0.34 0.22 -0.07
C 5.53 0.28 -0.73 -0.07
C 4.31 -0.30 -0.42 -0.16
C 2.51 -2.08 2.87 -0.38
C 2.60 -3.42 3.22 -0.08
C 2.70 -3.77 4.56 -0.07
C 2.70 -2.80 5.54 -0.07
C 2.60 -1.46 5.19 -0.06
C 2.49 -1.10 3.86 -0.10
C 1.41 -3.36 -0.72 -0.15
C 1.70 -4.36 -1.67 -0.08
C -2.18 -2.18 0.60 -0.31
C -2.39 -3.37 1.27 -0.07
C -3.66 -3.94 1.43 0.01
C -4.73 -3.28 0.89 -0.14
C -6.18 -3.62 0.87 -0.09
C -6.86 -2.41 0.18 -0.09
C -5.73 -1.52 -0.24 -0.14
C -5.72 -0.35 -0.94 0.01
C -4.49 0.28 -1.14 -0.06
C -3.29 -0.20 -0.66 -0.25
P -1.89 0.92 -1.12 1.32
C -2.13 0.85 -2.92 -0.32
C -1.29 -0.15 -3.42 -0.10
C -1.26 -0.43 -4.77 -0.06
C -2.07 0.28 -5.63 -0.06
C -2.88 1.29 -5.15 -0.06
C -2.90 1.60 -3.79 -0.08
C -2.21 2.46 0.07 -0.36
C -2.95 1.85 1.16 -0.06
C -4.10 2.42 1.71 -0.05
C -4.43 3.72 1.47 0.00
C -3.65 4.49 0.49 -0.18
C -2.87 3.70 -0.56 -0.12
C -3.25 -1.44 0.04 -0.12
C -4.52 -2.06 0.23 -0.07
H -1.75 -2.77 -1.80 0.11
H -1.13 -4.39 -3.53 0.12
H 1.46 -5.60 -4.53 0.13
H 0.85 -6.78 -3.38 0.13
H 3.62 -5.84 -3.61 0.13
H 3.00 -7.05 -2.50 0.13
H 4.87 -5.22 -0.87 0.12
H 4.50 -3.37 0.69 0.12
H 4.95 -1.22 2.78 0.11
H 7.11 -0.19 2.22 0.11
H 7.48 0.80 -0.01 0.11
H 5.70 0.68 -1.72 0.11
H 3.53 -0.38 -1.18 0.09
H 2.59 -4.19 2.46 0.10
H 2.78 -4.81 4.83 0.11
H 2.79 -3.08 6.58 0.11
H 2.60 -0.69 5.96 0.11
H 2.39 -0.06 3.58 0.10
H -1.53 -3.87 1.68 0.11
H -3.77 -4.87 1.96 0.12
H -6.56 -3.77 1.88 0.13
H -6.35 -4.54 0.32 0.13
H -7.52 -1.87 0.87 0.13
H -7.47 -2.71 -0.68 0.13
H -6.63 0.09 -1.33 0.12
H -4.48 1.21 -1.69 0.10
H -0.64 -0.67 -2.73 0.09
H -0.57 -1.17 -5.15 0.11
H -2.06 0.06 -6.69 0.11
H -3.49 1.87 -5.83 0.11
H -3.51 2.42 -3.44 0.10
H -2.50 0.99 1.64 0.13
H -4.66 1.85 2.44 0.12
H -5.20 4.22 2.02 0.11
H -4.28 5.24 0.00 0.16
H -3.35 3.49 -1.51 0.14
O 2.07 4.15 -0.77 0.17
B 0.93 4.50 -0.07 -0.54
O 1.24 5.19 1.07 0.24
C 2.60 5.32 1.08 -0.16
C 3.43 5.89 2.02 0.03
C 4.79 5.89 1.73 -0.07
C 5.28 5.37 0.54 -0.08
C 4.45 4.75 -0.38 0.02
C 3.11 4.71 -0.08 -0.18
H 3.03 6.30 2.93 0.13
H 5.48 6.33 2.44 0.11
H 6.34 5.44 0.33 0.11
H 4.82 4.33 -1.30 0.12
```

## Properties
net charge = +1
HOMO (alpha / beta) = -10.272 / -9.567 eV
LUMO level (alpha / beta) = -2.80 / -3.76 eV
2S+1 = 1
energy above the lowest of the compared OMol25 structures with the same formula, charge and spin = 387.4 kJ/mol



Record 2
This record from OMol25 describes a cluster of 5 separate species, C61H44F3O10P2 in total. The level of theory is ωB97M-V/def2-TZVPD.

```
120
Properties=species:S:1:pos:R:3:lowdin_charge:R:1
C 0.75 -0.93 4.31 -0.34
P -1.07 -1.57 4.48 0.23
C -1.59 -0.68 2.86 -0.37
C -2.99 -0.01 2.81 -0.20
C -4.15 -0.94 3.03 -0.28
F -4.43 -1.90 2.15 0.08
C -4.88 -0.81 4.11 -0.41
F -5.36 -1.83 4.76 0.14
F -5.16 0.34 4.65 0.13
P -1.60 0.16 5.82 0.70
O -1.20 1.65 5.11 -0.39
O -0.51 0.02 7.13 -0.41
H 1.27 -1.18 5.25 -0.01
H 0.81 0.17 4.21 0.01
H 1.30 -1.38 3.47 0.01
H -2.39 -2.19 4.65 -0.05
H -0.65 -2.29 5.69 -0.07
H -0.70 -2.75 3.67 -0.05
H -1.58 -1.43 2.06 0.05
H -0.84 0.07 2.59 0.06
H -3.13 0.85 3.46 0.08
H -3.11 0.38 1.78 0.10
H -2.01 2.16 5.14 0.00
H 0.11 0.76 7.01 0.02
C 4.17 -1.19 -2.19 -0.06
C 3.69 -1.30 -0.89 -0.05
C 2.33 -1.18 -0.63 0.01
C 1.45 -0.94 -1.68 -0.07
C 1.93 -0.80 -2.98 -0.08
C 3.29 -0.94 -3.24 -0.01
C 1.01 -0.49 -4.11 -0.29
O 1.43 -0.38 -5.24 0.08
C -0.44 -0.32 -3.81 -0.12
C -1.31 0.03 -4.84 -0.02
C -2.66 0.18 -4.58 -0.05
C -3.15 -0.01 -3.29 -0.05
C -2.28 -0.35 -2.26 0.01
C -0.93 -0.50 -2.52 -0.08
C -0.01 -0.83 -1.40 -0.27
O -0.44 -1.00 -0.28 0.12
H 5.23 -1.29 -2.39 0.10
H 4.37 -1.49 -0.07 0.11
H 1.96 -1.27 0.38 0.13
H 3.67 -0.85 -4.25 0.12
H -0.93 0.18 -5.84 0.12
H -3.34 0.46 -5.38 0.11
H -4.21 0.10 -3.08 0.10
H -2.66 -0.50 -1.26 0.12
C 6.50 6.18 -6.93 -0.06
C 6.30 7.29 -6.11 -0.06
C 5.27 7.30 -5.19 -0.01
C 4.42 6.20 -5.09 -0.08
C 4.61 5.10 -5.92 -0.08
C 5.66 5.09 -6.83 0.00
C 3.68 3.93 -5.86 -0.28
O 3.85 2.97 -6.58 0.11
C 2.55 3.98 -4.90 -0.08
C 1.64 2.92 -4.86 0.02
C 0.59 2.95 -3.96 -0.03
C 0.44 4.02 -3.08 -0.04
C 1.34 5.07 -3.12 0.00
C 2.39 5.06 -4.03 -0.09
C 3.33 6.22 -4.08 -0.28
O 3.20 7.15 -3.32 0.10
H 7.32 6.17 -7.64 0.10
H 6.96 8.15 -6.20 0.10
H 5.12 8.16 -4.55 0.12
H 5.81 4.23 -7.47 0.12
H 1.75 2.08 -5.54 0.11
H -0.12 2.13 -3.93 0.09
H -0.38 4.03 -2.38 0.11
H 1.22 5.91 -2.44 0.12
C -9.51 -2.11 -0.46 -0.05
C -8.32 -1.39 -0.57 -0.05
C -7.50 -1.56 -1.67 0.01
C -7.86 -2.45 -2.67 -0.08
C -9.04 -3.19 -2.55 -0.09
C -9.86 -3.01 -1.45 0.00
C -9.41 -4.19 -3.59 -0.28
O -10.44 -4.84 -3.49 0.10
C -8.49 -4.40 -4.74 -0.08
C -8.80 -5.37 -5.69 0.00
C -7.96 -5.56 -6.78 -0.06
C -6.82 -4.78 -6.93 -0.06
C -6.51 -3.81 -5.98 0.00
C -7.34 -3.63 -4.88 -0.08
C -6.98 -2.61 -3.86 -0.27
O -5.98 -1.93 -3.99 0.10
H -10.15 -1.97 0.40 0.11
H -8.04 -0.70 0.21 0.11
H -6.58 -0.99 -1.75 0.12
H -10.78 -3.57 -1.37 0.12
H -9.68 -5.98 -5.58 0.12
H -8.19 -6.32 -7.51 0.11
H -6.17 -4.93 -7.78 0.11
H -5.62 -3.21 -6.09 0.12
C 4.36 -2.36 10.08 -0.06
C 3.24 -2.02 9.32 -0.05
C 3.40 -1.32 8.13 0.02
C 4.67 -0.95 7.71 -0.08
C 5.79 -1.27 8.49 -0.09
C 5.63 -1.98 9.67 -0.01
C 7.15 -0.84 8.07 -0.28
O 8.12 -1.12 8.74 0.09
C 7.29 -0.05 6.82 -0.08
C 8.55 0.41 6.44 -0.01
C 8.70 1.14 5.27 -0.07
C 7.60 1.40 4.46 -0.06
C 6.34 0.94 4.84 0.00
C 6.18 0.23 6.02 -0.08
C 4.82 -0.22 6.42 -0.28
O 3.86 0.01 5.73 0.12
H 4.23 -2.91 11.00 0.10
H 2.25 -2.30 9.65 0.11
H 2.53 -1.07 7.53 0.12
H 6.49 -2.24 10.27 0.12
H 9.41 0.21 7.06 0.12
H 9.68 1.50 4.98 0.10
H 7.72 1.96 3.54 0.10
H 5.48 1.15 4.21 0.12
```

## Properties
net charge = -1
HOMO = -2.833 eV
LUMO level = 0.20 eV
2S+1 = 1
energy above the lowest of the compared OMol25 structures with the same formula, charge and spin = 114.3 kJ/mol



Record 3
This record from OMol25 describes a cluster of 9 separate species, C61H48O34 in total. The level of theory is ωB97M-V/def2-TZVPD.

```
143
Properties=species:S:1:pos:R:3:lowdin_charge:R:1
O -0.01 -0.98 -3.93 0.12
C 0.34 -1.10 -2.79 -0.46
C 0.01 -0.25 -1.57 -0.03
C -0.31 -1.42 -0.64 -0.29
C -0.77 -1.12 0.79 -0.13
C 0.35 -0.73 1.77 -0.18
C 0.05 -1.21 3.19 -0.15
C 0.45 -2.65 3.43 -0.23
C -0.50 -3.62 3.73 -0.05
C -0.12 -4.94 3.97 -0.08
C 1.22 -5.29 3.90 -0.10
C 2.17 -4.34 3.58 -0.09
C 1.79 -3.03 3.35 -0.05
C 0.96 -2.22 -0.88 -0.11
O 1.12 -2.13 -2.33 0.02
H 0.97 0.18 -1.26 0.13
H -0.77 0.49 -1.71 0.13
H -1.11 -2.02 -1.08 0.16
H -1.36 -1.97 1.16 0.12
H -1.46 -0.27 0.73 0.12
H 0.36 0.36 1.80 0.09
H 1.34 -1.02 1.43 0.10
H -1.02 -1.13 3.37 0.09
H 0.56 -0.57 3.92 0.12
H -1.56 -3.39 3.81 0.09
H -0.85 -5.69 4.21 0.10
H 1.52 -6.31 4.11 0.10
H 3.22 -4.59 3.50 0.10
H 2.54 -2.28 3.12 0.11
H 1.86 -1.74 -0.49 0.12
H 0.97 -3.25 -0.53 0.14
C -3.49 -1.22 8.06 0.08
C -2.79 -1.45 6.94 -0.22
C -3.46 -1.80 5.64 -0.28
O -2.74 -1.97 4.67 0.07
C -4.91 -1.90 5.60 0.09
C -5.61 -1.67 6.72 -0.22
C -4.94 -1.30 8.02 -0.31
O -5.66 -1.09 8.98 0.12
O -6.93 -1.74 6.78 0.08
O -1.47 -1.41 6.89 0.13
H -3.02 -0.97 9.00 0.14
H -5.38 -2.16 4.67 0.14
H -7.16 -1.52 7.71 0.13
H -1.21 -1.62 5.97 0.11
C 2.60 3.20 -0.42 0.07
C 2.94 4.02 -1.42 -0.22
C 1.97 5.04 -1.98 -0.31
O 2.37 5.75 -2.88 0.11
C 0.64 5.11 -1.41 0.08
C 0.30 4.29 -0.41 -0.23
C 1.27 3.29 0.16 -0.31
O 0.89 2.59 1.08 0.09
O -0.89 4.29 0.16 0.12
O 4.12 4.00 -2.00 0.10
H 3.28 2.47 -0.01 0.13
H -0.05 5.83 -1.83 0.14
H -0.86 3.60 0.86 0.12
H 4.09 4.69 -2.69 0.13
C 0.17 0.36 -6.99 0.08
C 0.08 -0.36 -8.12 -0.23
C 0.29 0.27 -9.48 -0.31
O 0.22 -0.46 -10.45 0.11
C 0.57 1.69 -9.55 0.06
C 0.65 2.40 -8.42 -0.25
C 0.46 1.78 -7.06 -0.31
O 0.57 2.51 -6.09 0.10
O 0.90 3.71 -8.40 0.10
O -0.18 -1.65 -8.14 0.12
H 0.02 -0.07 -6.01 0.11
H 0.70 2.13 -10.53 0.13
H 0.90 3.97 -7.46 0.12
H -0.18 -1.91 -9.08 0.12
C 9.04 2.21 1.17 0.08
C 9.00 3.18 2.09 -0.23
C 7.89 4.20 2.13 -0.32
O 7.92 5.04 3.01 0.11
C 6.85 4.14 1.11 0.08
C 6.90 3.16 0.19 -0.22
C 7.99 2.13 0.17 -0.31
O 7.94 1.27 -0.69 0.11
O 5.99 3.04 -0.77 0.09
O 9.91 3.33 3.04 0.11
H 9.83 1.47 1.14 0.11
H 6.07 4.88 1.14 0.13
H 6.26 2.26 -1.29 0.13
H 9.64 4.10 3.57 0.12
C -11.01 0.11 4.33 0.08
C -9.86 -0.14 4.97 -0.22
C -8.84 0.95 5.21 -0.30
O -7.83 0.66 5.83 0.11
C -9.12 2.29 4.70 0.08
C -10.27 2.52 4.06 -0.23
C -11.29 1.44 3.85 -0.30
O -12.32 1.74 3.27 0.10
O -10.60 3.71 3.56 0.12
O -9.52 -1.33 5.43 0.13
H -11.76 -0.65 4.14 0.10
H -8.37 3.05 4.87 0.14
H -11.48 3.60 3.15 0.12
H -8.63 -1.24 5.84 0.08
C 10.92 -2.52 1.86 0.08
C 11.14 -3.55 2.69 -0.23
C 12.03 -3.43 3.90 -0.31
O 12.15 -4.41 4.60 0.11
C 12.68 -2.16 4.15 0.07
C 12.47 -1.13 3.31 -0.23
C 11.56 -1.25 2.12 -0.31
O 11.41 -0.25 1.43 0.09
O 13.03 0.06 3.47 0.12
O 10.59 -4.74 2.52 0.12
H 10.28 -2.59 0.99 0.14
H 13.33 -2.09 5.01 0.14
H 12.71 0.62 2.74 0.12
H 10.91 -5.29 3.26 0.12
C 6.42 2.23 -11.62 0.07
C 5.24 1.66 -11.90 -0.23
C 4.01 1.93 -11.08 -0.30
O 2.98 1.37 -11.42 0.10
C 4.11 2.81 -9.94 0.08
C 5.29 3.39 -9.65 -0.23
C 6.52 3.14 -10.49 -0.31
O 7.54 3.72 -10.17 0.11
O 5.47 4.21 -8.63 0.12
O 5.07 0.82 -12.91 0.12
H 7.31 2.05 -12.20 0.14
H 3.22 2.99 -9.34 0.12
H 6.41 4.47 -8.66 0.12
H 4.12 0.56 -12.88 0.12
C -13.56 -4.12 2.70 0.07
C -13.76 -4.71 1.52 -0.24
C -13.79 -3.93 0.23 -0.32
O -13.95 -4.56 -0.80 0.11
C -13.62 -2.50 0.29 0.07
C -13.43 -1.89 1.47 -0.22
C -13.37 -2.68 2.76 -0.30
O -13.17 -2.08 3.80 0.09
O -13.28 -0.58 1.57 0.12
O -13.94 -6.02 1.38 0.12
H -13.54 -4.67 3.63 0.14
H -13.66 -1.95 -0.64 0.14
H -13.16 -0.34 2.51 0.09
H -14.06 -6.18 0.43 0.12
```

## Properties
HOMO = -9.231 eV
LUMO level = -1.76 eV
2S+1 = 1